DFT (wB97M-V/def2-TZVPD) results for 7 unconnected molecules or ions with the total composition C48H116BF4N6O4.

Geometry (Å):
C (-14.79, 5.14, -13.44)
C (-15.89, 6.05, -13.94)
N (-16.16, 6.13, -15.40)
C (-14.93, 6.67, -16.07)
C (-16.47, 4.73, -15.99)
C (-17.73, 4.15, -15.42)
C (-17.27, 7.16, -15.62)
C (-17.38, 7.73, -17.03)
O (-17.38, 6.68, -17.98)
C (-17.42, 7.18, -19.32)
H (-13.86, 5.28, -14.01)
H (-14.93, 4.08, -13.71)
H (-14.58, 5.27, -12.39)
H (-15.68, 7.05, -13.54)
H (-16.83, 5.85, -13.43)
H (-15.04, 6.53, -17.14)
H (-14.06, 6.12, -15.74)
H (-14.78, 7.72, -15.82)
H (-15.56, 4.19, -15.73)
H (-16.49, 4.94, -17.05)
H (-18.01, 3.21, -15.90)
H (-18.62, 4.77, -15.49)
H (-17.56, 3.93, -14.36)
H (-17.03, 7.97, -14.94)
H (-18.18, 6.67, -15.33)
H (-16.54, 8.40, -17.22)
H (-18.31, 8.29, -17.14)
H (-17.64, 6.33, -19.96)
H (-16.45, 7.63, -19.59)
H (-18.18, 7.96, -19.43)
C (-10.57, 0.28, -18.89)
C (-9.45, 1.22, -18.46)
N (-9.62, 2.67, -18.73)
C (-10.03, 2.90, -20.18)
C (-10.71, 3.34, -17.91)
C (-10.52, 3.43, -16.41)
C (-8.30, 3.36, -18.43)
C (-8.18, 4.84, -18.67)
O (-8.20, 5.10, -20.04)
C (-8.47, 6.46, -20.34)
H (-10.43, -0.70, -18.45)
H (-10.61, 0.19, -19.97)
H (-11.51, 0.72, -18.54)
H (-8.48, 0.96, -18.91)
H (-9.23, 1.06, -17.40)
H (-10.80, 2.18, -20.42)
H (-9.11, 2.72, -20.75)
H (-10.34, 3.92, -20.30)
H (-11.69, 2.89, -18.10)
H (-10.81, 4.34, -18.34)
H (-9.64, 4.03, -16.17)
H (-10.37, 2.43, -15.98)
H (-11.31, 3.87, -15.81)
H (-7.57, 2.85, -19.05)
H (-8.07, 3.08, -17.41)
H (-7.27, 5.21, -18.18)
H (-9.03, 5.34, -18.16)
H (-8.36, 6.66, -21.40)
H (-7.71, 7.13, -19.92)
H (-9.45, 6.74, -19.94)
C (-10.60, -2.81, -15.76)
C (-11.40, -3.16, -14.53)
N (-12.61, -3.97, -14.76)
C (-12.24, -5.29, -15.39)
C (-13.27, -4.24, -13.40)
C (-13.64, -3.00, -12.62)
C (-13.60, -3.22, -15.67)
C (-15.02, -3.65, -15.55)
O (-15.17, -4.93, -16.05)
C (-16.31, -5.65, -15.60)
H (-11.26, -2.38, -16.51)
H (-10.06, -3.66, -16.20)
H (-9.74, -2.20, -15.50)
H (-11.73, -2.25, -14.03)
H (-10.74, -3.60, -13.77)
H (-13.17, -5.76, -15.67)
H (-11.63, -5.87, -14.70)
H (-11.71, -5.04, -16.30)
H (-12.43, -4.73, -12.91)
H (-14.08, -4.95, -13.54)
H (-12.78, -2.51, -12.16)
H (-14.30, -3.27, -11.79)
H (-14.09, -2.20, -13.20)
H (-13.17, -3.39, -16.65)
H (-13.47, -2.16, -15.47)
H (-15.57, -2.93, -16.18)
H (-15.42, -3.49, -14.54)
H (-16.25, -6.63, -16.06)
H (-17.25, -5.19, -15.91)
H (-16.27, -5.83, -14.52)
C (-17.98, 2.74, -11.42)
C (-18.46, 1.51, -12.14)
N (-17.43, 0.40, -12.29)
C (-16.29, 0.86, -13.15)
C (-16.90, 0.05, -10.93)
C (-17.85, -0.65, -9.98)
C (-18.12, -0.79, -12.87)
C (-18.31, -0.82, -14.39)
O (-18.66, 0.42, -14.96)
C (-19.72, 0.30, -15.90)
H (-18.84, 3.40, -11.24)
H (-17.31, 3.34, -12.03)
H (-17.55, 2.59, -10.43)
H (-18.86, 1.79, -13.11)
H (-19.31, 1.09, -11.60)
H (-15.64, 1.45, -12.52)
H (-16.72, 1.33, -14.03)
H (-15.76, 0.02, -13.60)
H (-16.34, 0.88, -10.51)
H (-16.04, -0.62, -11.09)
H (-18.84, -0.20, -9.86)
H (-17.39, -0.71, -8.99)
H (-18.03, -1.68, -10.28)
H (-19.03, -1.01, -12.30)
H (-17.47, -1.66, -12.72)
H (-18.99, -1.65, -14.62)
H (-17.35, -1.13, -14.82)
H (-19.98, 1.28, -16.31)
H (-20.63, -0.19, -15.55)
H (-19.32, -0.29, -16.74)
C (-9.43, -3.10, -7.37)
C (-10.17, -1.92, -8.03)
C (-9.18, -1.16, -8.88)
N (-9.74, 0.05, -9.60)
C (-10.26, 1.04, -8.59)
C (-10.85, -0.32, -10.57)
C (-10.83, 0.71, -11.68)
C (-9.45, 1.38, -11.63)
C (-8.72, 0.77, -10.44)
H (-9.17, -3.88, -8.08)
H (-10.09, -3.51, -6.60)
H (-8.59, -2.66, -6.84)
H (-10.49, -1.25, -7.22)
H (-11.10, -2.20, -8.53)
H (-8.78, -1.78, -9.70)
H (-8.30, -0.83, -8.33)
H (-10.45, 1.98, -9.10)
H (-9.53, 1.13, -7.79)
H (-11.21, 0.68, -8.21)
H (-11.76, -0.48, -10.00)
H (-10.64, -1.33, -10.93)
H (-11.58, 1.46, -11.40)
H (-11.17, 0.43, -12.67)
H (-9.56, 2.46, -11.65)
H (-8.90, 1.11, -12.54)
H (-8.24, 1.54, -9.85)
H (-7.98, 0.04, -10.76)
C (-15.49, -2.83, -18.98)
C (-15.03, -1.38, -19.20)
C (-15.97, -0.66, -20.16)
N (-16.04, 0.85, -19.93)
C (-14.72, 1.45, -20.34)
C (-16.55, 1.24, -18.55)
C (-17.59, 2.38, -18.75)
C (-17.64, 2.63, -20.25)
C (-17.08, 1.38, -20.88)
H (-15.74, -3.24, -19.96)
H (-16.38, -2.93, -18.36)
H (-14.61, -3.38, -18.64)
H (-14.07, -1.44, -19.74)
H (-14.90, -0.85, -18.26)
H (-17.01, -0.94, -19.95)
H (-15.80, -0.83, -21.22)
H (-14.74, 2.52, -20.17)
H (-14.58, 1.08, -21.35)
H (-13.97, 0.98, -19.70)
H (-15.66, 1.62, -18.04)
H (-16.91, 0.38, -17.99)
H (-17.34, 3.21, -18.10)
H (-18.57, 2.03, -18.43)
H (-16.88, 3.40, -20.49)
H (-18.60, 2.95, -20.64)
H (-16.72, 1.48, -21.90)
H (-17.87, 0.63, -21.03)
B (-13.71, 0.96, -15.90)
F (-12.85, 0.01, -16.52)
F (-13.15, 1.07, -14.60)
F (-13.68, 2.17, -16.60)
F (-15.00, 0.40, -15.89)

As for the total energy: -2950.6994 hartree. The calculation puts the molar mass at 928.30 g/mol. The gap between HOMO and LUMO comes out at 9.5 eV. As for the charge: +5.